No. 1
{"formula": "C10H40BN16O12S", "method": "ωB97M-V/def2-TZVPD", "elements": ["B", "H", "H", "H", "H", "C", "O", "N", "N", "H", "H", "H", "H", "C", "O", "N", "N", "H", "H", "H", "H", "C", "O", "N", "N", "H", "H", "H", "H", "C", "O", "N", "N", "H", "H", "H", "H", "C", "O", "N", "N", "H", "H", "H", "H", "C", "O", "N", "N", "H", "H", "H", "H", "C", "O", "N", "N", "H", "H", "H", "H", "C", "O", "N", "N", "H", "H", "H", "H", "C", "C", "O", "S", "O", "O", "O", "H", "H", "H", "H"], "positions_angstrom": [[0.367142, 0.316455, -0.295648], [-0.400818, 0.939505, 0.135952], [0.189052, -0.028835, -1.302278], [1.273622, 0.900455, -0.257148], [0.429792, -0.553505, 0.339562], [-2.018918, 0.102895, 3.466532], [-2.056308, -0.442505, 4.578662], [-1.551278, -0.492375, 2.442602], [-2.361448, 1.349415, 3.209692], [-1.165488, -1.422595, 2.519782], [-1.253968, 0.066105, 1.655332], [-2.393488, 1.633295, 2.240932], [-2.865228, 1.856915, 3.922962], [3.136232, -2.363885, -1.373808], [3.798742, -3.292945, -1.852018], [3.344782, -1.812255, -0.273878], [2.029572, -1.778365, -1.809908], [2.614062, -1.196925, 0.054022], [4.003742, -2.322555, 0.296612], [1.432112, -2.112175, -2.552678], [1.674042, -0.915775, -1.423068], [-4.679488, -0.168875, 0.775142], [-4.169348, -1.225435, 0.739882], [-5.876878, 0.090965, 1.114912], [-4.080378, 0.955515, 0.495382], [-6.356928, -0.693195, 1.532942], [-6.177648, 1.046195, 1.245952], [-4.613768, 1.760015, 0.792672], [-3.074388, 0.962565, 0.584952], [-2.454358, 0.512315, -2.873348], [-3.535528, 0.590485, -3.463658], [-2.292628, -0.038575, -1.748678], [-1.362018, 1.070725, -3.256548], [-3.072678, -0.648315, -1.549078], [-1.352538, -0.155635, -1.398498], [-0.515788, 0.883585, -2.737938], [-1.600848, 1.873105, -3.821568], [1.028092, -3.123245, 2.344332], [0.642562, -2.338245, 3.158202], [1.512802, -4.310825, 2.625052], [0.836142, -2.955205, 1.089032], [1.911752, -4.896515, 1.905392], [1.554732, -4.646525, 3.576712], [1.384942, -3.488625, 0.429962], [0.428642, -2.109975, 0.715362], [-2.287108, -3.878035, -1.427688], [-3.332748, -3.833835, -1.963888], [-1.328818, -4.563295, -1.902708], [-1.807618, -3.055035, -0.570988], [-1.377718, -4.996535, -2.813748], [-0.434788, -4.668445, -1.444718], [-2.421528, -2.495325, 0.003422], [-0.817968, -2.892255, -0.451878], [2.306262, 1.114635, 3.020262], [2.848152, 1.889395, 3.809452], [2.762022, 0.714145, 1.885192], [1.186582, 0.563575, 3.265742], [2.007202, 0.297065, 1.359462], [3.535352, 1.250445, 1.518522], [0.675112, 0.943125, 4.049602], [0.860772, -0.222705, 2.721952], [-0.974108, 3.933905, -0.744408], [-0.994098, 5.134745, -0.448808], [-1.975748, 3.231795, -0.934658], [0.104062, 3.250725, -1.076788], [-2.916598, 3.599085, -0.935238], [-1.883178, 2.338725, -1.397198], [1.018542, 3.679055, -1.095418], [0.103312, 2.321685, -0.680578], [2.935752, 2.419865, -2.461898], [4.363592, 1.801115, -2.433998], [5.122622, 2.397855, -1.489718], [4.323762, 3.581325, -0.584608], [4.486412, 4.917035, -1.160238], [4.374892, 3.397645, 0.869752], [2.841982, 3.014155, -1.169738], [2.272512, 1.555115, -2.481848], [2.878852, 3.145525, -3.273238], [4.877072, 1.996595, -3.375398], [4.356782, 0.740495, -2.182728]], "atomic_forces_ev_per_a": [[0.2496, 0.0264, 0.3284], [-3.0764, 2.1660, 1.3539], [-0.5760, -0.9764, -3.4908], [3.6105, 1.8936, 0.0031], [0.4384, -3.1928, 2.4531], [-0.5727, -0.9777, 4.7140], [-0.3909, 0.7383, -0.2161], [2.3579, -2.5029, -4.6317], [-0.8913, 2.9691, 0.1588], [-0.0896, 0.0818, 0.2866], [-0.1192, -0.4360, -0.2323], [-0.2901, 0.3880, 0.5763], [0.1191, 0.0132, -0.3309], [-0.1927, -3.5225, -4.8433], [-0.8537, 0.6206, 0.0724], [3.4492, 2.3827, 7.1857], [-3.6584, 0.4385, -3.8263], [0.7312, -0.4033, 0.8127], [0.0084, 0.7562, 0.5526], [0.6469, -0.2027, -0.2363], [0.1902, -0.2976, -0.0088], [1.4180, 1.0017, -0.2299], [2.0474, -4.5806, -0.2637], [-6.1618, -0.5287, 1.9637], [2.7847, 3.7993, -0.9891], [-0.5178, 0.4562, -0.1175], [-0.4102, -0.7218, 0.1655], [1.0199, 0.3207, -0.2713], [-0.3141, 0.2225, -0.5729], [-4.0474, 0.4951, -2.6790], [0.2291, 0.2288, -0.0954], [-1.0688, -3.6684, 4.8934], [3.2246, 2.7274, -3.0313], [0.3807, -0.4415, 0.8002], [-0.7347, -0.5031, 0.3164], [-0.0039, 0.8945, -0.4739], [1.2693, 0.0792, -0.2897], [-0.4467, -1.1827, 1.2614], [-0.7229, 2.6169, 2.6043], [1.8029, -2.8463, 1.2964], [-0.0841, 0.7448, -5.5851], [-0.2537, 0.0163, 0.3059], [0.0994, 0.3124, -0.2171], [-0.2703, 0.0531, -0.0656], [0.3723, 0.0583, 0.3815], [-0.4958, 1.2932, -1.5167], [-4.8555, -0.1386, -0.9817], [5.7347, -5.3367, -3.2102], [0.8658, 4.4386, 5.4905], [-0.4136, 0.0226, 0.3350], [-0.3491, 0.0210, -0.0457], [-0.2210, 0.0800, -0.0581], [-0.6769, -0.4107, -0.1411], [-0.3162, -1.2572, -2.1399], [1.4375, 2.0069, 2.2821], [2.7567, 0.3401, -1.5723], [-3.5613, 0.3163, 3.1941], [0.5323, 0.3280, -1.3088], [0.0428, -0.3021, -0.7790], [-0.6212, -0.6092, 0.0842], [-0.4106, -0.7526, 0.5717], [3.6013, 6.4927, 0.4335], [0.0897, -0.2417, 0.2468], [-8.0592, -4.7733, -0.6883], [3.8093, -1.4658, -0.4002], [0.3302, 0.2032, 0.2478], [-0.1232, 0.1524, 0.0550], [-0.5544, 0.2884, 0.4795], [0.3639, 0.1004, -0.3599], [1.7637, -0.7644, 0.6555], [-0.9738, -0.9639, -2.1349], [1.4276, 3.3222, 4.2730], [-1.9051, 0.4665, -1.8808], [0.3984, -2.8273, 1.3305], [0.1642, -0.3433, -2.9974], [1.0642, 0.7427, 1.3635], [-0.5391, 0.6450, -0.2607], [-0.5573, -0.0221, 0.2220], [-0.2235, -0.4344, -0.2481], [-0.2275, -0.1334, -0.3292]], "e_lumo_ev": [-0.33, -6.13], "orbital_gap_ev": [8.98, 3.18], "energy_ev": -70937.0071, "multiplicity": 2}

---

No. 2
{"formula": "C10H40ClINbO13S", "method": "ωB97M-V/def2-TZVPD", "elements": ["C", "C", "I", "C", "Nb", "C", "C", "C", "C", "C", "S", "O", "O", "O", "C", "C", "O", "Cl", "H", "H", "H", "H", "H", "H", "H", "H", "H", "H", "H", "H", "H", "H", "H", "H", "H", "H", "H", "H", "H", "H", "O", "H", "H", "O", "H", "H", "O", "H", "H", "O", "H", "H", "O", "H", "H", "O", "H", "H", "O", "H", "H", "O", "H", "H", "O", "H", "H"], "positions_angstrom": [[3.113757, 2.234105, 0.213883], [3.518549, 0.928223, 0.914381], [2.738314, 0.997479, 2.933203], [3.216150, -0.363567, 0.124173], [1.053172, -0.919851, -0.320315], [1.017288, -1.935436, 1.702799], [-1.028684, -1.754339, -0.645530], [-2.222214, -0.773974, -0.885473], [-2.235722, 0.531707, -0.079820], [-3.584986, 1.284114, -0.370549], [-3.975214, 2.491084, 0.926386], [-4.325639, 3.708639, 0.257134], [-5.104992, 2.007564, 1.675091], [-2.711248, 2.838084, 1.873232], [1.228623, -0.105120, -2.476584], [0.409366, 1.093557, -2.758027], [-0.657883, 1.069036, -3.219149], [1.040850, 2.807539, -2.463920], [3.471806, 3.086369, 0.809319], [3.486913, 2.250530, -0.828254], [2.015730, 2.281336, 0.218834], [4.615120, 0.976318, 1.028347], [3.740032, -0.313967, -0.849691], [3.699488, -1.190278, 0.676212], [1.708964, -2.508034, -1.000876], [0.489143, 0.692602, 0.345100], [2.003512, -2.212612, 2.096352], [0.457584, -1.248534, 2.368929], [0.375615, -2.820210, 1.607573], [-1.297408, -2.423472, 0.190728], [-0.968937, -2.423099, -1.527553], [-3.149792, -1.315473, -0.597917], [-2.335038, -0.623249, -1.971297], [-2.071852, 0.341919, 0.988548], [-1.456456, 1.185180, -0.499039], [-4.375515, 0.517421, -0.532419], [-3.402882, 1.844483, -1.294729], [-1.941374, 2.983797, 1.287165], [1.035576, -0.859072, -3.243891], [2.285542, 0.200819, -2.583736], [2.117372, -2.257254, -4.652185], [1.474637, -2.929248, -4.905565], [2.327770, -1.806405, -5.477479], [3.018967, -2.218457, 5.086017], [3.337477, -1.821204, 5.903392], [2.480385, -1.524144, 4.682417], [-2.727763, 4.489280, 4.291861], [-2.973479, 3.850919, 3.609198], [-2.500076, 5.283249, 3.796826], [5.121978, 2.149562, -2.200535], [6.081165, 2.069209, -2.238026], [4.909767, 2.778880, -2.901759], [0.879007, -4.826037, 0.711136], [1.186671, -4.801458, 1.624117], [0.350772, -5.632868, 0.661341], [4.051593, 4.318147, -4.293003], [3.381831, 3.668508, -4.543835], [4.270369, 4.762972, -5.118902], [-3.215556, 0.323824, 3.417865], [-2.894912, 0.731698, 4.229771], [-3.771392, 1.003722, 3.012480], [-6.570275, -0.693917, -0.307025], [-7.467675, -0.889958, -0.596524], [-6.683122, -0.017070, 0.372851], [-1.677293, -6.701032, 0.684183], [-2.309822, -7.224389, 1.187693], [-2.141596, -6.490197, -0.133775]], "atomic_forces_ev_per_a": [[-0.6575, -0.3516, 0.4606], [1.1699, 0.2089, -1.5422], [0.1067, -0.0137, 0.0052], [-0.1195, -0.1579, 1.0108], [-0.5079, -1.1969, 1.1215], [-0.4373, -0.0136, -0.6606], [-0.4317, 0.1434, 0.2331], [-0.4819, -1.0978, 0.1595], [-0.3849, 0.3590, -1.0912], [1.8858, -1.0312, 0.3759], [-2.7180, 1.1140, -2.3485], [0.9443, 0.6292, -0.4009], [1.1571, -0.9816, 1.5432], [-0.3906, -1.0249, -0.7190], [1.0255, 1.6762, -0.4234], [1.6978, -1.5181, 0.3742], [-2.9695, 0.2408, -1.0339], [0.5489, -0.0685, 0.1670], [0.0944, -0.0982, -0.3956], [-0.1716, 0.0191, 0.8306], [0.2856, 0.1041, -0.2331], [-0.3802, -0.0081, 0.5465], [-0.1302, 0.2554, 0.3006], [-0.2015, 0.1443, -0.2549], [0.4095, 0.3297, -0.3851], [0.2062, 0.6943, -0.2131], [-0.2952, 0.1998, 0.1108], [0.4428, -0.0361, -0.1106], [0.2915, 0.1563, -0.0013], [0.1743, 0.2267, -0.2009], [0.1423, 0.2277, 0.2504], [0.2587, 0.1973, -0.1017], [0.1648, 0.5019, 0.3660], [-0.0025, 0.0281, -0.2561], [0.0751, -0.1964, 0.6114], [0.0271, 0.9804, 0.6476], [-0.4562, 0.1442, 0.3545], [-0.0233, -0.0450, 0.3051], [-0.2704, 0.1477, 0.2886], [-0.2231, -0.2961, 0.3319], [0.0320, -0.1418, -0.3440], [0.0320, 0.0154, 0.1302], [-0.0100, 0.0193, 0.0889], [-0.0982, 0.0684, 0.2234], [0.0120, -0.0208, -0.0912], [0.1136, -0.0989, -0.2053], [-0.0591, 0.0285, -0.0240], [0.1032, 0.1323, 0.0981], [-0.0253, -0.0675, 0.0441], [0.3503, -0.0116, -0.3214], [-0.0828, -0.0465, 0.0431], [-0.0679, 0.1460, 0.0229], [-0.0008, -0.5480, -0.0032], [0.0119, 0.1321, -0.0806], [-0.0818, 0.0802, 0.0450], [0.0104, -0.1920, -0.1867], [-0.1104, 0.0888, 0.1953], [0.0445, -0.0145, 0.0976], [-0.0814, 0.0813, 0.1186], [0.0668, -0.0552, -0.0908], [-0.1443, -0.2731, 0.1740], [-0.1770, 0.1093, 0.0791], [0.0966, -0.0063, -0.0229], [0.1482, -0.0251, 0.0018], [-0.1461, -0.1719, -0.1034], [0.1028, 0.0616, 0.0371], [0.1052, 0.1174, 0.0514]], "e_lumo_ev": 2.19, "charge": -1, "orbital_gap_ev": 6.92, "energy_ev": -70639.9462}